[1]
This record from the OMol25 dataset describes the molecule C3H7NS2. The level of theory is the ωB97M-V functional and the def2-TZVPD basis.

The HOMO energy comes out at -8.250 eV. The value obtained for the LUMO energy is 0.63 eV. The SMILES is CN(C)C(=S)S. Its relative energy (zero: lowest compared OMol25 entry of this formula, charge and spin) is 14.9 kcal/mol. As for the total energy: -969.61350 Eh. Its molar mass is 121.23 g/mol. As for the gap between HOMO and LUMO: 0.326 hartree.

```
13
Properties=species:S:1:pos:R:3:forces:R:3:mulliken_charge:R:1
C -0.084 1.150 -0.825 -0.9096 0.5146 0.0326 -1.061
C -1.435 -0.164 0.719 -0.8659 0.6066 0.8370 -0.920
C 0.847 -0.904 0.136 0.0001 -0.5927 1.2405 0.296
H -0.998 1.745 -0.660 0.4687 -0.3303 -0.3823 0.309
H 0.716 1.766 -0.501 0.9936 0.5745 0.3547 0.430
H 0.053 0.971 -1.883 -0.1103 -0.3302 -0.2473 0.337
H -1.253 -0.212 1.803 -0.0299 0.0686 -0.2798 0.326
H -2.146 0.685 0.490 1.2071 -0.7886 0.2638 0.302
H -1.987 -1.040 0.461 -0.1312 -0.9189 -0.2476 0.347
H 3.292 -1.260 -0.153 -1.0466 0.0928 0.0217 0.174
N -0.189 -0.041 -0.002 0.7140 0.0244 -0.7641 0.032
S 2.358 -0.435 -0.713 -0.0559 0.2883 -0.2207 -0.247
S 0.826 -2.260 1.130 -0.2341 0.7908 -0.6085 -0.326
```
Positions in Å, forces in eV/Å.

[2]
This record from the OMol25 dataset describes a structure of composition C23H29ClN3O3S4Tc. The level of theory is the ωB97M-V functional and the def2-TZVPD basis.

The HOMO energy (alpha / beta) comes out at -13.675 / -13.714 eV. The expectation value of S² is 0.7682. The value obtained for the LUMO energy (alpha / beta) is -10.98 / -11.13 eV. Its relative energy (zero: lowest compared OMol25 entry of this formula, charge and spin) is 48.5 kcal/mol. The net charge is +3. As for the total energy: -3416.62497 Eh. Its molar mass is 657.22 g/mol. The multiplicity is 2. As for the gap between HOMO and LUMO (alpha / beta): 0.099 / 0.095 hartree.

```
64
Properties=species:S:1:pos:R:3:forces:R:3:mulliken_charge:R:1
Tc 0.165 0.169 -0.303 -0.0955 -1.6143 1.2080 0.647
C -0.961 -3.322 -1.040 -0.4768 -0.2457 0.4930 -0.817
C -0.135 -3.023 -2.242 0.4350 0.0762 -0.3224 -0.662
S 0.098 -1.223 -2.429 0.5305 0.2148 -0.3768 0.041
C 1.899 -1.136 -2.813 -0.4729 0.1377 -0.2727 -0.700
C 2.811 -1.528 -1.686 -0.0062 -0.1133 0.4611 -0.890
S 2.312 -0.769 -0.071 0.4664 0.2755 -0.7409 0.265
C 2.253 -2.185 1.057 0.4645 0.1107 0.3447 -0.958
C 1.295 -3.264 0.670 -0.3218 -0.2642 -0.1869 -0.788
S -0.362 -2.544 0.486 0.2416 0.2325 -0.3124 0.105
H -1.983 -2.955 -1.161 0.0125 -0.0150 0.0953 0.445
H -1.027 -4.404 -0.891 -0.0278 0.0825 0.1245 0.472
H 0.839 -3.513 -2.217 -0.0096 0.1055 0.0317 0.412
H -0.638 -3.368 -3.148 -0.0044 0.0931 0.0056 0.532
H 2.086 -1.762 -3.687 -0.0748 -0.0146 -0.0153 0.550
H 2.062 -0.103 -3.113 -0.0585 0.0280 -0.0534 0.306
H 2.864 -2.605 -1.544 -0.0531 -0.0188 0.0721 0.459
H 3.823 -1.183 -1.902 0.0000 0.0182 0.1044 0.601
H 3.275 -2.562 1.130 0.0682 0.0777 -0.0408 0.666
H 1.983 -1.734 2.009 0.0014 0.0237 0.0811 0.346
H 1.573 -3.796 -0.240 0.0113 0.0797 0.0079 0.429
H 1.288 -4.003 1.475 -0.2065 0.0300 0.0108 0.599
N 0.663 3.595 2.203 -0.3887 -0.2933 -0.3855 -0.006
C 1.942 3.170 2.346 0.5721 -0.5409 -0.1922 -0.909
C 2.052 2.040 1.581 0.4206 0.3316 0.5504 -0.789
N 0.849 1.783 0.982 -0.2570 0.1262 -0.4218 1.537
C 0.031 2.747 1.380 -0.5484 0.2740 -0.1372 -1.019
H 0.251 4.403 2.644 -0.0867 0.0336 0.0694 0.246
H 2.653 3.677 2.973 0.0725 -0.0292 0.0424 0.485
H 2.900 1.397 1.473 0.2022 -0.0803 -0.0058 0.616
H -1.004 2.846 1.096 -0.0093 0.0019 0.0361 0.484
C -4.451 -0.854 5.089 -0.1112 -0.0868 -0.1730 -1.497
C -3.289 -1.413 5.856 0.1553 -0.1116 0.3396 1.042
C -3.559 -2.301 6.914 -0.0442 0.2649 -0.2708 -0.674
C -2.571 -2.779 7.747 -0.0249 -0.0424 0.0454 -0.003
Cl -2.975 -3.865 9.039 0.0637 0.1586 -0.2133 -0.179
C -1.262 -2.365 7.571 0.2257 0.2441 -0.2301 -0.615
C -0.969 -1.494 6.529 0.0417 -0.3482 0.0192 -0.509
C -1.956 -1.053 5.653 -0.0511 -0.5585 0.3016 0.399
O -1.450 -0.205 4.672 -0.0207 0.6598 0.1081 -0.399
C -1.947 -0.053 3.391 0.6204 -0.2924 0.2249 -0.431
C -0.735 -0.182 2.424 1.1534 -0.6766 2.4452 0.529
O 0.404 -0.476 2.777 -1.7452 0.4309 -0.8530 -0.573
O -1.053 0.034 1.167 -0.4683 0.8969 -1.6018 -0.722
H -5.339 -0.876 5.717 -0.0273 0.0237 -0.0486 0.459
H -4.676 -1.444 4.197 -0.0462 0.0314 -0.0370 0.311
H -4.290 0.179 4.792 0.0195 0.1151 -0.0288 0.345
H -4.580 -2.597 7.117 -0.0736 0.0540 -0.1078 0.423
H -0.493 -2.727 8.239 0.0664 0.0866 -0.0236 0.438
H 0.040 -1.148 6.344 0.0254 -0.0767 0.1210 0.449
H -2.395 0.942 3.276 -0.0031 -0.0744 -0.2496 0.331
H -2.686 -0.805 3.122 -0.1211 -0.0993 -0.1752 0.369
S 0.040 1.652 -2.014 -0.2158 -0.0961 -0.0207 -0.388
C 1.011 3.108 -1.997 0.4654 0.6007 0.2146 0.880
N 0.450 4.186 -2.611 -0.0137 -0.6492 0.2153 -0.052
C 1.082 5.348 -2.795 0.5887 0.3524 0.1070 -0.298
C 2.382 5.500 -2.339 -0.2756 -0.2347 -0.0227 -0.590
C 2.993 4.422 -1.700 -0.0621 0.4892 -0.1983 -0.505
C 2.313 3.230 -1.529 -0.6219 -0.2447 -0.1862 -0.236
H -0.494 4.088 -2.971 -0.0511 0.0380 -0.0178 0.290
H 0.528 6.123 -3.307 0.0307 0.0165 -0.0056 0.458
H 2.900 6.434 -2.492 -0.0004 0.0483 -0.0119 0.459
H 4.010 4.511 -1.347 0.0795 0.0370 0.0193 0.482
H 2.786 2.386 -1.056 0.0407 -0.0798 0.0402 0.307
```
Positions in Å, forces in eV/Å.

[3]
This record from the OMol25 dataset describes a structure of composition C4H6N3. The level of theory is the ωB97M-V functional and the def2-TZVPD basis.

The HOMO energy (alpha / beta) comes out at -10.978 / -15.227 eV. The expectation value of S² is 2.0084. The value obtained for the LUMO energy (alpha / beta) is -2.81 / -7.69 eV. Its relative energy (zero: lowest compared OMol25 entry of this formula, charge and spin) is 35.1 kcal/mol. The net charge is +1. As for the total energy: -319.79777 Eh. Its molar mass is 96.11 g/mol. The multiplicity is 3. As for the gap between HOMO and LUMO (alpha / beta): 0.300 / 0.277 hartree.

```
13
Properties=species:S:1:pos:R:3:forces:R:3:mulliken_charge:R:1
C -3.049 -0.583 0.379 0.0224 -1.2292 0.6155 0.047
C 1.055 -0.033 0.033 -7.3161 7.6930 -2.3078 0.861
C 1.901 -1.044 0.131 2.8115 -4.2195 -3.0926 -0.997
C -0.304 1.374 -0.280 -1.5059 2.7813 -0.0177 -0.031
N -2.354 0.133 -0.190 -1.0930 -0.5449 0.2086 -0.329
N 0.309 0.839 0.845 1.6357 -1.9386 -0.2388 -0.213
N 0.370 0.564 -1.088 2.9378 -4.3002 -3.3063 -0.250
H -3.563 -1.401 0.941 0.4309 1.3403 -0.8026 0.293
H 2.317 -1.232 1.031 1.6318 -1.0677 2.4860 0.380
H 2.130 -1.540 -0.847 0.0562 0.1180 1.4658 0.284
H -0.832 2.277 -0.590 0.2646 -0.3544 0.8876 0.390
H 0.539 1.155 1.754 -0.0828 0.5462 0.7922 0.241
H 0.240 0.210 -2.133 0.2070 1.1756 3.3102 0.324
```
Positions in Å, forces in eV/Å.

[4]
This record from the OMol25 dataset describes the molecule H4N4O. The level of theory is the ωB97M-V functional and the def2-TZVPD basis.

The HOMO energy (alpha / beta) comes out at -7.419 / -9.414 eV. The expectation value of S² is 2.0090. The value obtained for the LUMO energy (alpha / beta) is 1.25 / -1.89 eV. Its relative energy (zero: lowest compared OMol25 entry of this formula, charge and spin) is 40.9 kcal/mol. As for the total energy: -296.40139 Eh. Its molar mass is 76.06 g/mol. The multiplicity is 3. As for the gap between HOMO and LUMO (alpha / beta): 0.318 / 0.277 hartree.

```
9
Properties=species:S:1:pos:R:3:forces:R:3:mulliken_charge:R:1
N -0.691 -1.919 -1.258 -0.9189 3.8655 1.9403 0.104
N 0.343 1.015 -0.050 1.9702 1.3548 0.4553 -0.429
N -0.100 -1.188 -0.039 -0.5544 -1.4914 -0.5185 -0.087
N -0.539 0.071 0.412 0.0113 -3.4460 -0.6845 -0.274
O -0.100 -2.897 -1.533 1.5176 -2.9066 -1.0028 -0.357
H 1.276 0.628 0.324 -1.7993 1.3793 -1.1536 0.289
H 0.361 1.111 -1.070 0.1904 -0.3955 0.3030 0.248
H 0.575 -1.772 0.415 0.0029 -0.1008 0.4747 0.194
H -1.458 -0.019 -0.007 -0.4199 1.7409 0.1860 0.313
```
Positions in Å, forces in eV/Å.

Which value of total energy does entry 4 give?
-296.40139 Eh

Look up the relative energy (zero: lowest compared OMol25 entry of this formula, charge and spin) of the first one.
14.9 kcal/mol